ORCA calculation (the ωB97M-V functional and the def2-TZVPD basis) on C4H12NS2 as an isolated structure at a distorted geometry.

Calculated total energy ... -1010.2897 a.u.
HOMO ... -13.29 eV
Max |F| ... 3.9 eV/Å
Total charge ... +1

Geometry as XYZ:
```
19
Properties=species:S:1:pos:R:3:forces:R:3
S -0.231827 -0.792361 1.873994 0.806 0.720 -1.146
S 0.549137 0.115125 -1.314542 -0.250 -0.971 0.524
N -2.044886 1.769230 -0.886455 2.130 -0.703 -1.064
C 2.512139 -0.933259 1.687625 -2.193 -1.933 -2.612
C -1.797077 1.122575 -2.174720 0.076 0.409 -0.082
C -1.030042 -0.203263 -2.155407 0.022 1.367 1.325
C 1.404916 -0.682689 2.673821 -0.662 -0.331 -0.266
H -0.968788 -0.678264 -3.134555 0.773 0.103 -0.180
H -1.490535 -0.975540 -1.564821 -0.440 -0.570 0.590
H 1.342496 -1.524468 3.384489 0.011 0.191 -0.105
H -2.659214 0.980827 -2.798506 -0.784 0.066 -0.017
H -2.907978 1.757962 -0.463045 -2.888 -0.066 0.232
H 3.376650 -1.225956 2.180483 1.655 -0.612 0.824
H 2.133755 -1.776933 0.971447 1.131 1.217 1.286
H 0.172572 -0.232340 0.396774 -0.154 -0.141 0.103
H -1.176350 1.831308 -2.706003 0.286 0.105 -0.542
H 1.575622 0.237418 3.193138 -0.404 0.566 0.363
H 2.724365 -0.096944 1.045870 0.002 0.617 -0.052
H -1.484955 1.307572 -0.209588 0.882 -0.034 0.817
```
Positions in Å, forces in eV/Å.

ORCA calculation (the ωB97M-V functional and the def2-TZVPD basis) on a 2-piece molecular cluster, C3H10NS overall at a distorted geometry.

Calculated total energy ... -572.8454 a.u.
HOMO ... -13.94 eV
Max |F| ... 5.8 eV/Å
Total charge ... +1

Geometry as XYZ:
```
15
Properties=species:S:1:pos:R:3:forces:R:3
S -0.050581 -1.744715 1.320493 -0.759 -2.721 0.958
N 0.199102 -0.414682 0.343107 -2.720 2.423 -1.987
C -1.653228 0.711431 0.129440 1.899 -4.831 -2.588
C 0.669988 -0.703094 -0.979778 0.476 -1.752 -1.091
C 1.062997 0.590147 0.946769 -2.333 1.934 -0.664
H -2.169871 -0.167854 -0.386842 0.180 1.351 1.683
H -0.659247 -2.757839 0.474686 0.911 1.951 0.682
H -1.366166 1.389033 -0.603628 0.559 1.550 -0.994
H 1.562179 -1.405743 -0.984939 -0.866 1.011 0.219
H -1.580377 0.974681 1.118355 -0.710 0.366 2.225
H 2.032304 0.242298 0.812110 2.070 0.041 -0.179
H -0.143960 -1.225404 -1.442937 -0.193 -0.343 -0.827
H 0.772457 1.631578 0.483772 1.142 -2.107 0.949
H 0.775907 0.534412 1.951699 0.140 0.755 1.856
H 0.871610 0.208793 -1.508539 0.204 0.372 -0.242
```
Positions in Å, forces in eV/Å.

ORCA calculation (the ωB97M-V functional and the def2-TZVPD basis) on C54H47BrCl4CoN5O7P2S as an isolated structure at a distorted geometry.

Calculated total energy ... -9765.1660 a.u.
HOMO (spin up / spin down) ... -3.95 / -3.95 eV
Max |F| ... 1.0 eV/Å
Total charge ... -1
Multiplicity ... 2

Geometry as XYZ:
```
122
Properties=species:S:1:pos:R:3:forces:R:3
Br 2.770935 -3.280157 -6.642105 -0.041 0.041 -0.040
Co 1.070621 1.488648 -0.298393 0.394 0.901 0.289
Cl -1.374453 7.609916 1.165875 0.058 -0.135 -0.043
Cl -2.054142 4.137396 -2.993910 0.101 0.140 0.110
Cl -2.717052 6.916838 -1.594400 0.050 -0.116 0.028
Cl 0.629445 5.512515 2.485097 -0.094 0.009 -0.070
S 1.830746 -2.176984 -0.290634 0.204 -0.524 -0.035
P 0.176001 -0.140216 2.591752 -0.082 0.399 -0.050
P 3.116477 0.596196 2.274833 -0.184 0.375 -0.219
O 2.177618 0.921368 -1.778813 0.090 -0.133 -0.687
O 0.918913 3.033124 0.895340 -0.117 0.043 -0.045
O -4.251887 -0.139102 -6.555593 -0.032 0.048 0.232
O 3.604933 1.030907 -3.498559 -0.140 -0.074 0.059
O -0.066559 0.336067 1.205877 -0.117 -0.392 -0.104
O -0.202746 2.468360 -1.409733 0.149 -0.021 0.141
O 2.805229 0.845362 0.840335 -0.106 -0.166 0.154
N 3.483338 -2.866909 -2.196668 0.169 -0.183 0.102
N -2.152210 0.258889 -1.043745 -0.204 -0.239 0.048
N -3.294446 0.123157 -4.509933 -0.185 0.033 0.167
N 2.327918 -4.629899 -1.164861 0.180 0.010 -0.100
N -5.601741 0.471015 -4.836686 0.175 0.051 0.349
C 0.666360 -4.045155 3.790266 -0.003 -0.008 -0.004
C -7.582103 2.141074 -2.202951 0.005 0.001 -0.036
C -5.921800 1.358407 -3.770342 0.035 -0.068 -0.138
C -1.033895 6.099197 0.372099 0.114 -0.101 0.076
C 4.511764 1.994975 4.282380 0.015 0.000 -0.034
C -5.044493 2.322588 -3.288912 0.058 0.041 -0.056
C -5.432224 3.165875 -2.255094 0.056 0.011 -0.015
C 0.693362 -1.084699 -3.091943 -0.116 -0.048 -0.116
C 5.325636 3.031064 4.715712 -0.028 -0.036 0.018
C 1.893689 -0.599226 -3.585854 0.003 0.133 -0.180
C 5.389975 -3.345336 2.732974 -0.018 0.034 0.009
C 3.984277 -0.957512 2.532157 0.118 -0.055 -0.181
C -0.483066 3.630092 -0.881248 -0.049 -0.391 -0.130
C 0.772983 -2.661382 3.764335 0.100 -0.061 0.046
C -0.048380 -4.705875 2.794248 0.025 0.058 0.057
C -2.289234 0.468672 -2.348398 0.194 0.232 0.197
C -7.198796 1.279754 -3.221287 -0.099 -0.043 0.057
C 1.632895 0.665473 3.320440 0.121 -0.339 -0.080
C -1.340610 4.558442 -1.457812 -0.106 0.171 -0.008
C -0.669716 -3.982304 1.786713 -0.003 0.054 0.020
C 4.027634 -1.639801 3.740611 0.023 -0.042 0.129
C -2.304581 0.343879 5.812183 0.088 0.000 -0.011
C 0.672578 -2.820694 -4.768592 -0.003 0.082 0.102
C -1.193921 0.027490 5.042917 -0.075 0.038 0.069
C 1.888786 -2.341093 -5.231009 0.089 0.139 0.074
C -3.024781 -0.548597 -0.440400 0.045 0.093 -0.186
C -4.059833 -1.177068 -1.119797 0.029 -0.003 0.032
C 0.124841 3.946381 0.374136 0.241 -0.334 0.251
C -0.153124 5.167424 0.966374 -0.101 0.196 0.040
C 4.679482 -1.453653 1.428140 -0.053 -0.065 -0.014
C 2.498440 -1.229834 -4.672723 -0.141 -0.031 -0.061
C -0.525211 -2.602382 1.738696 -0.113 -0.034 0.065
C 2.611791 -5.720311 -2.090854 -0.176 0.134 0.044
C -3.380293 1.289121 3.876328 0.055 0.023 -0.071
C 5.512607 3.835051 2.450313 -0.020 -0.058 -0.003
C -3.399542 0.970716 5.225539 0.019 -0.019 0.017
C 5.390444 -2.640934 1.535267 -0.019 0.057 0.030
C 4.188280 1.884349 2.930651 0.111 0.129 -0.022
C 0.073964 -2.174940 -3.691691 -0.012 -0.051 -0.025
C -7.114563 4.010902 -0.566076 0.022 -0.097 -0.087
C -4.369155 0.136274 -5.372139 0.014 0.067 -0.011
C 4.690655 2.802585 2.010545 -0.036 0.058 0.070
C -2.264606 0.981152 3.103637 -0.013 0.139 -0.069
C 2.612651 0.579855 -2.921648 0.136 -0.115 0.317
C -6.701140 3.091839 -1.691223 -0.029 0.023 0.018
C -1.625086 5.793660 -0.837615 0.032 -0.141 -0.070
C -1.171693 0.348323 3.687349 -0.173 -0.097 -0.018
C -4.183594 -0.974523 -2.485989 -0.098 -0.061 -0.044
C 0.205677 -1.939039 2.721377 -0.147 0.041 0.026
C -3.283364 -0.128577 -3.115647 0.004 -0.030 -0.205
C 5.823303 3.950951 3.798263 -0.015 -0.016 -0.033
C 4.712476 -2.844315 3.837727 -0.009 0.027 -0.019
C 2.597321 -3.302862 -1.285982 0.034 0.113 -0.040
C 4.323888 -3.593238 -3.138995 -0.046 0.052 0.097
H -1.258062 -4.488755 1.028154 0.103 0.045 0.026
H 4.409965 2.708530 0.966057 0.014 0.032 0.089
H 5.936157 -3.023276 0.679821 -0.071 0.017 0.030
H 5.568443 3.127159 5.768474 -0.018 -0.011 -0.073
H -6.351900 0.261474 -5.468685 -0.087 0.027 -0.183
H 0.263476 -0.611226 -2.224245 -0.083 0.066 0.025
H 3.745996 -4.125550 -3.892597 0.027 0.065 -0.007
H 4.125696 1.274590 4.999759 0.046 0.080 -0.041
H -4.721217 3.908504 -1.901197 -0.066 -0.091 -0.043
H 1.307069 -2.153506 4.560866 0.023 -0.040 -0.074
H 3.534453 -1.234953 4.620487 -0.024 -0.081 -0.086
H -4.056204 2.437330 -3.718645 -0.123 -0.040 0.066
H -4.268004 1.213938 5.827289 0.045 -0.015 -0.028
H 3.559988 -1.863356 -2.192645 0.015 0.058 -0.070
H -7.898949 0.539103 -3.601281 0.076 0.060 0.058
H 5.902031 4.553633 1.737896 -0.055 -0.045 0.051
H -2.398744 0.162123 -4.969140 0.019 -0.101 -0.067
H 4.989914 -4.295766 -2.634613 0.012 0.065 0.023
H 4.711493 -3.394730 4.770995 0.031 0.040 -0.010
H 6.450067 4.766899 4.140490 -0.024 -0.051 -0.021
H -1.579473 1.168317 -2.794286 -0.069 -0.114 0.113
H 3.669600 -5.972449 -2.126891 -0.001 -0.020 0.022
H -0.971016 -2.020707 0.940752 0.053 -0.083 -0.040
H 2.073969 -6.597476 -1.738398 -0.019 -0.001 0.031
H 1.811469 0.385421 4.361718 -0.007 0.036 -0.058
H -0.120616 -5.787986 2.809886 -0.040 0.056 0.041
H 4.627880 -0.910575 0.489833 -0.017 -0.078 0.059
H 0.202448 -3.670769 -5.244318 0.013 -0.028 0.021
H 1.642591 -4.791416 -0.450808 -0.107 -0.060 0.072
H -8.097736 4.446756 -0.757306 0.034 0.002 0.011
H 5.922463 -4.287122 2.809123 -0.025 0.056 -0.006
H -0.871784 -2.544481 -3.306302 0.051 0.055 -0.022
H 3.441048 -0.840997 -5.039053 -0.058 -0.007 0.003
H 2.266114 -5.502603 -3.103417 -0.033 -0.001 0.049
H -7.175511 3.466627 0.379919 0.009 0.016 -0.015
H 1.129493 -4.609557 4.593298 -0.015 0.053 -0.084
H -8.588900 2.073152 -1.798300 0.082 -0.023 -0.035
H -4.231782 1.781573 3.420237 0.072 -0.016 0.020
H -2.893107 -0.692344 0.631451 -0.012 0.031 -0.117
H -4.970336 -1.459965 -3.051527 0.034 0.028 0.012
H -0.347005 -0.474779 5.502822 -0.080 0.012 -0.019
H -6.397358 4.822000 -0.437922 -0.021 -0.031 -0.017
H 1.353157 1.723147 3.263313 -0.055 0.118 0.092
H 4.936093 -2.859873 -3.657813 -0.010 0.033 0.007
H -2.319462 0.100688 6.868472 0.004 0.007 -0.052
H -2.218106 1.240951 2.048426 -0.024 -0.040 0.098
H -4.749636 -1.826370 -0.592388 0.027 0.046 -0.034
```
Positions in Å, forces in eV/Å.